(1)
C25H26FN2O6S2 | ωB97M-V with the def2-TZVPD basis set

Net charge: -1
HOMO-LUMO gap: 6.985 eV
ΔE to the lowest compared entry with this formula, charge and spin: 0.00 kJ/mol

Each line ends with the natural charge from an NBO analysis.
Atoms and positions in Å:
H -5.219 -0.231 6.182  0.2132
S 3.259 1.349 0.114  2.2784
C -0.670 -1.245 -1.499  -0.2007
C 1.640 -2.106 5.141  -0.6245
H 4.076 -0.284 6.120  0.1851
C -3.052 1.501 4.182  -0.1724
C -1.992 -0.470 5.054  -0.2120
O 0.632 1.344 -1.913  -0.9810
H 6.762 -2.104 0.406  0.2041
H -3.214 -1.740 6.309  0.2135
C -1.878 0.768 4.397  -0.0666
O 2.433 2.140 3.885  -0.5802
S 0.519 1.053 -0.481  2.2786
C -4.228 1.170 4.834  -0.2214
H 2.775 2.462 6.542  0.2370
H 6.410 0.393 3.892  0.1998
H -1.677 -2.849 -2.508  0.2059
C -2.829 -2.094 -0.820  -0.2274
C 0.614 0.546 3.609  0.0328
H 2.674 -2.244 4.761  0.2321
H -3.019 2.364 3.523  0.2364
C 3.449 1.667 6.885  -0.6234
O -0.440 2.610 4.305  -0.4678
C -0.731 -0.271 -0.493  -0.1808
H 1.385 -2.866 5.900  0.2042
C 3.638 0.668 5.796  -0.2145
C -4.303 0.014 5.623  -0.2029
C 4.984 0.762 2.307  -0.2482
C -1.728 -2.133 -1.679  -0.2338
C -3.173 -0.810 5.720  -0.2271
H 4.483 1.575 2.815  0.2562
H -5.119 1.807 4.734  0.2161
O 3.930 1.392 -1.187  -0.9786
C 6.724 -0.928 2.219  -0.2255
H 4.401 2.118 7.148  0.2103
C 5.173 -0.667 0.402  -0.2027
H 3.040 1.169 7.766  0.1903
F 0.986 0.662 2.318  -0.2985
C 6.267 -1.311 0.963  -0.2374
C -2.859 -1.182 0.235  -0.2220
C -1.798 -0.295 0.420  -0.2377
O 3.087 2.585 0.835  -0.9367
H -3.723 -1.173 0.929  0.2055
H 7.579 -1.438 2.665  0.1997
H -1.818 0.423 1.241  0.2295
C 6.068 0.104 2.896  -0.2291
N 1.926 0.430 -0.056  -1.2500
H -1.145 -1.159 5.063  0.2073
H 4.242 1.056 4.969  0.2349
H 0.911 -2.187 4.310  0.2079
H 1.959 -0.850 6.871  0.2048
C 1.854 1.119 4.255  0.6544
H 0.331 -0.531 3.787  0.1745
H 4.817 -0.972 -0.569  0.2331
H -3.646 -2.816 -0.959  0.2017
N 2.339 0.310 5.202  -0.4398
H 0.513 -0.403 5.951  0.1995
O -0.070 2.079 0.365  -0.9592
H 0.188 -1.258 -2.160  0.2395
C -0.593 1.422 4.043  0.5107
C 4.536 0.397 1.029  -0.1768
C 1.539 -0.745 5.867  -0.2182

Atoms 1-6, force components in eV/Å:
H 0.52 0.13 -0.39
S 0.24 -0.57 -1.69
C -0.23 0.40 0.14
C -0.19 0.13 0.53
H 0.16 0.28 0.15
C 0.10 0.33 0.35

=====

(2)
C42H52MgN5O2 | ωB97M-V with the def2-TZVPD basis set

Net charge: +1
HOMO-LUMO gap: 4.398 eV
ΔE to the lowest compared entry with this formula, charge and spin: 18.15 kJ/mol

Each line ends with the Mulliken charge.
Atoms and positions in Å:
H 4.067 -3.269 2.632  0.7009
H -2.313 2.866 -0.638  -0.1730
C -1.999 -3.503 -3.246  -0.0813
C 1.897 -3.286 2.657  0.5283
H 7.475 -0.231 -2.076  0.4016
C -3.495 1.601 2.065  0.3977
H -0.221 -1.682 4.645  0.5616
H 7.048 1.481 -2.064  0.4015
N -1.300 -5.158 -0.756  -0.0476
H 4.071 -3.560 -1.459  0.5383
C 3.239 -2.620 2.324  -0.7481
C -2.572 -3.054 -5.654  -1.8442
C -2.013 -1.234 -3.964  -0.4226
C -2.166 -2.615 -4.267  0.1278
C 3.301 -2.804 -1.318  -0.2911
C 5.485 0.178 -1.343  -0.0213
C -1.813 0.617 4.056  -1.2490
H 1.413 -2.459 -0.990  -0.7647
C 0.748 -2.380 2.201  -0.2786
H -5.438 2.148 1.300  0.4671
H 1.775 -2.263 5.939  0.2021
H -1.024 -6.213 -2.586  0.4189
H 0.776 -2.248 1.111  -0.5352
H 1.121 -4.665 -0.058  0.0442
H -1.897 3.126 -2.328  0.6148
C -1.525 -1.673 -1.633  0.7011
H -2.035 1.304 -3.351  0.2879
H 1.040 3.870 0.716  0.6781
H 2.273 -0.195 1.492  -0.9271
H -0.689 4.608 -0.764  0.5175
Mg -0.095 0.156 0.124  1.9497
H -4.778 2.260 3.662  0.3197
H -0.123 -6.789 -1.208  0.4581
H 3.327 -2.467 1.239  -0.3668
H 2.232 0.613 3.060  0.6701
H -2.338 -4.106 -5.820  0.3896
C 0.789 -0.973 2.859  1.4956
H 1.833 -4.259 2.150  0.4143
C -0.326 3.594 -0.935  -0.7905
H -1.895 -3.442 0.158  0.6267
C -1.517 2.748 -1.375  -0.6445
C 3.225 -1.477 4.550  -1.7433
H 0.413 3.645 -1.741  0.3038
H 0.807 -0.263 4.906  0.5548
H 2.792 2.977 -0.331  0.3855
C 4.536 1.151 -0.980  -0.4065
C -3.371 1.422 5.836  -1.5487
H 0.415 -4.185 -2.702  0.2583
H -1.433 -5.608 0.136  0.3343
C 3.333 -1.265 3.039  0.4071
H -2.077 0.785 0.713  0.3718
H -3.647 -2.924 -5.805  0.3498
H 4.288 -0.790 2.796  0.6484
C 3.200 0.885 -0.769  1.1206
O 1.461 -0.741 -0.808  -0.7504
C 0.729 -1.215 4.381  -2.4186
H -2.593 1.961 6.380  0.3308
H -0.367 2.873 1.113  0.0962
N 2.089 -3.226 -1.145  0.7159
O -1.154 -1.318 -0.488  -0.5317
H -4.129 3.149 0.691  0.2920
C -4.398 2.124 0.970  -1.8811
H 7.435 0.660 -0.555  0.3267
C 2.702 -0.440 -0.957  -0.1226
H 2.536 -5.255 -0.910  0.7641
C -1.649 -3.896 -0.802  -0.4171
H -2.150 -0.513 -4.769  0.5222
C -2.309 0.960 1.758  -0.1401
C -1.383 0.431 2.715  1.3839
C 2.181 -0.365 2.571  -0.6074
H 4.874 2.178 -0.848  0.5171
H 3.308 -0.516 5.068  0.5687
C -1.649 0.709 -2.519  -0.9695
H 4.043 -2.114 4.906  0.5859
C 0.372 3.096 0.336  -0.9635
C -1.712 -3.066 -1.924  -0.4339
H 5.727 -1.901 -1.723  0.4467
C 6.940 0.541 -1.522  -1.7887
C 1.792 -3.492 4.170  -1.6264
H -4.341 1.502 0.072  0.2899
N 1.116 1.858 0.023  -0.1573
H -2.061 -2.469 -6.422  0.4028
H 1.335 -5.653 -2.888  0.6016
H -4.307 1.968 5.954  0.3811
H 0.844 -3.983 4.417  0.4932
C 3.669 -1.440 -1.287  0.1385
C -3.004 1.268 4.379  0.3905
C 0.762 -5.066 -2.171  -0.5290
H 2.601 -4.142 4.522  0.5730
C 5.028 -1.104 -1.474  -0.7952
C 1.874 -2.127 4.861  0.3192
C 1.661 -4.615 -1.005  -0.6235
C -0.449 -5.889 -1.724  -1.2001
H -2.167 -4.560 -3.435  0.5602
C -1.700 -0.749 -2.725  0.6989
N -0.241 -0.148 2.181  -0.1841
C 2.327 1.985 -0.343  -0.7214
H -1.230 0.278 4.887  0.4696
C -3.850 1.762 3.398  -0.8619
H -3.486 0.446 6.312  0.3227
H -0.219 -2.836 2.451  0.3738
N -1.256 1.299 -1.462  0.3951

Atoms 1-6, force components in eV/Å:
H -0.03 0.04 -0.02
H -0.02 -0.05 0.06
C 0.00 -0.11 0.02
C 0.00 0.11 0.03
H -0.04 0.03 0.02
C 0.05 0.00 -0.26

=====

(3)
C5H10O | ωB97M-V with the def2-TZVPD basis set

Net charge: 0
HOMO-LUMO gap: 10.855 eV
ΔE to the lowest compared entry with this formula, charge and spin: 32.09 kJ/mol
SMILES: CC(C)CC=O

Each line ends with the natural charge from an NBO analysis.
Atoms and positions in Å:
C -0.224 0.357 -0.237  -0.2220
H 1.734 0.664 0.678  0.2380
H 2.318 -1.932 0.060  0.1044
H 0.073 0.676 -1.244  0.2189
C 1.046 -0.162 0.438  -0.5118
C -1.248 -0.774 -0.366  -0.6071
H -0.087 2.357 0.619  0.2077
H -1.152 1.257 1.513  0.1995
O 1.923 -0.949 -1.663  -0.5239
H -2.141 -0.440 -0.904  0.2134
H -1.686 1.945 -0.028  0.2118
C -0.818 1.548 0.509  -0.6000
C 1.823 -1.093 -0.467  0.4506
H 0.816 -0.668 1.388  0.2101
H -1.566 -1.122 0.626  0.1980
H -0.835 -1.634 -0.906  0.2125

Atoms 1-6, force components in eV/Å:
C -0.03 0.04 -0.08
H -0.13 -0.09 -0.02
H 0.17 -0.08 -0.21
H -0.11 0.00 0.12
C -0.03 0.02 -0.04
C -0.04 -0.05 -0.01

=====

(4)
C25H35BrO6Si | ωB97M-V with the def2-TZVPD basis set

Net charge: 0
HOMO-LUMO gap: 8.027 eV
SMILES: CC[C@@H](Br)[SiH2]CCCCCCCCOC(C)=O.O=C1C=CC(=O)C=C1.O=C1C=CC(=O)C=C1

Each line ends with the natural charge from an NBO analysis.
Atoms and positions in Å:
C 6.566 -1.351 1.035  -0.4257
C 4.054 -2.953 -1.920  -0.8853
C -4.571 2.932 -0.303  0.4850
C -5.882 1.073 0.616  -0.2170
H -6.671 3.017 0.310  0.2329
C 7.159 -2.746 0.823  -0.6187
H -4.910 11.014 0.575  0.2315
H 3.174 -6.118 -0.829  0.2011
H -5.717 7.612 -2.029  0.2312
H 1.772 -3.461 -0.331  0.1963
C -0.666 -4.159 -0.311  -0.4096
H -1.629 -4.679 -0.361  0.2078
H 4.345 -3.918 0.013  0.1832
O -5.382 10.175 -1.825  -0.4907
Si 5.225 -1.535 -1.586  1.1564
H -4.796 9.477 2.547  0.2295
C -0.639 -3.299 0.958  -0.4391
H 5.080 -4.767 -1.333  0.2072
C -1.226 -1.910 0.778  -0.0810
H -1.022 -1.296 1.663  0.1783
H 7.279 -0.580 0.727  0.2124
C -3.443 0.772 -0.033  -0.2266
O -5.149 6.922 2.346  -0.4945
H -5.595 6.073 -0.065  0.2520
H 4.766 -0.339 -2.321  -0.1558
C -5.197 7.664 1.387  0.4766
C -5.824 2.347 0.239  -0.2329
C 0.470 -5.177 -0.379  -0.3838
H 0.294 -5.985 0.342  0.1956
C -5.053 9.944 0.493  -0.2340
O -4.742 -0.972 0.864  -0.4966
H -2.488 2.499 -0.810  0.2343
H 2.192 -4.677 0.867  0.1941
H 6.605 -1.839 -2.037  -0.1850
C 2.940 -5.081 -1.097  -0.3912
H 3.041 -2.534 -1.818  0.2646
C 4.190 -4.202 -1.036  -0.3897
H 6.388 -3.521 0.871  0.2040
H -0.609 -3.518 -1.197  0.2190
H 0.576 0.117 1.410  0.2261
O 1.230 -1.287 -1.430  -0.5667
O -4.518 4.096 -0.644  -0.5059
C -4.993 9.127 1.541  -0.2221
H -1.222 -3.793 1.746  0.2206
H 1.673 -1.272 1.416  0.2390
H -6.779 0.620 1.017  0.2329
H -2.307 -1.957 0.639  0.2159
H 0.379 -3.212 1.354  0.1995
H 7.660 -2.834 -0.143  0.2159
H -2.596 0.102 -0.102  0.2418
H 6.386 -1.195 2.104  0.2061
C -5.465 7.144 0.023  -0.2341
C -3.386 2.047 -0.409  -0.2225
C 1.852 -4.546 -0.168  -0.4023
C 1.270 -0.462 0.800  -0.7632
H 7.890 -2.972 1.602  0.2203
O -0.718 -1.257 -0.399  -0.5444
H 2.109 0.159 0.487  0.2663
C -5.526 7.964 -1.023  -0.2252
C -5.326 9.427 -0.873  0.4759
H 0.450 -5.644 -1.370  0.2044
Br 4.676 0.727 0.545  -0.0261
C 5.250 -1.137 0.284  -0.6434
C -4.694 0.189 0.512  0.4777
H 2.557 -5.090 -2.125  0.1971
H 4.458 -1.699 0.787  0.2251
H 4.156 -3.239 -2.974  0.2369
C 0.628 -1.032 -0.439  0.8187

Atoms 1-6, force components in eV/Å:
C 0.01 0.08 0.07
C -0.17 -0.03 0.06
C 0.01 0.01 0.03
C 0.00 0.01 0.00
H 0.01 0.01 0.00
C -0.02 -0.08 0.01

=====

(5)
FHNOS | ωB97M-V with the def2-TZVPD basis set

Net charge: -1
HOMO-LUMO gap (spin up / spin down): 6.647 / 6.651 eV
ΔE to the lowest compared entry with this formula, charge and spin: 170.62 kJ/mol

Each line ends with the natural charge from an NBO analysis.
Atoms and positions in Å:
O 1.098 1.183 -0.553  -0.2220
S -1.827 -0.497 -0.187  -0.8561
H -1.334 -1.329 -0.930  0.0624
N 0.604 0.908 0.437  0.5210
F 1.459 -0.264 1.233  -0.5053

Atomic forces in eV per Å
O -0.38 -0.83 1.62
S -1.65 3.23 2.71
H 1.86 -3.02 -2.68
N 0.13 0.14 -1.07
F 0.05 0.48 -0.58

=====

no.,strongest force on any atom (eV/A)
1,1.9
2,0.8
3,0.6
4,1.1
5,4.5